(1)
Here is C12H25IIrN10O4Te as an isolated structure from OMol25. Energies are from wB97M-V/def2-TZVPD.

Structure (XYZ):
```
54
Properties=species:S:1:pos:R:3:forces:R:3
Ir 0.999 0.510 -0.098 -0.086 -0.015 -0.040
N 2.751 1.576 -0.311 -0.011 -0.026 0.020
N 2.473 2.955 -0.473 -0.006 0.027 -0.090
C 1.251 3.447 -0.152 -0.139 -0.098 0.011
N 1.087 4.745 -0.180 -0.063 0.004 0.048
N 0.330 2.483 0.147 0.262 0.028 -0.090
N -0.917 2.838 0.578 -0.126 0.107 0.431
O -1.632 1.885 0.901 0.016 0.014 0.021
O -1.258 3.989 0.690 0.152 -0.032 -0.226
H 3.357 1.448 0.503 -0.002 0.002 0.002
H 3.282 1.261 -1.123 0.022 0.002 0.010
H 3.264 3.577 -0.586 0.013 -0.004 0.030
H 1.849 5.369 -0.412 -0.016 0.004 0.005
H 0.187 5.152 0.033 -0.051 -0.004 -0.005
C -1.800 -0.369 5.307 0.028 -0.001 0.032
Te -1.513 0.913 3.680 0.101 0.042 -0.156
C -3.475 1.632 3.595 -0.034 -0.023 0.007
H -2.709 -0.948 5.160 -0.002 0.014 -0.024
H -1.907 0.287 6.178 0.009 -0.008 0.001
H -0.921 -0.998 5.429 0.004 0.005 -0.002
H -3.563 2.294 4.464 0.003 0.009 -0.008
H -4.176 0.806 3.695 0.018 -0.010 -0.006
H -3.604 2.200 2.677 0.007 -0.002 -0.014
N -2.776 -2.931 0.170 0.016 0.025 -0.043
C -3.007 -1.508 0.605 -0.008 -0.042 0.095
C -1.714 -0.833 1.095 0.350 -0.094 -0.100
O -1.685 -0.614 2.390 -0.400 0.057 -0.015
O -0.825 -0.641 0.289 -0.086 0.003 -0.005
H -3.658 -3.345 -0.159 0.000 0.008 -0.010
H -2.434 -3.530 0.929 -0.020 0.001 0.007
H -2.109 -2.990 -0.607 0.019 0.003 0.012
H -3.770 -1.517 1.378 0.018 -0.032 0.014
H -3.371 -0.962 -0.264 -0.024 0.035 0.019
C 3.337 -4.010 -2.287 0.013 -0.017 -0.015
N 2.900 -3.034 -1.278 -0.009 -0.009 -0.005
C 3.221 -3.068 0.054 0.016 0.001 -0.001
C 2.623 -1.990 0.625 -0.038 -0.008 -0.007
N 1.931 -1.300 -0.354 0.086 -0.014 0.031
C 2.128 -1.966 -1.492 0.003 0.011 0.009
H 4.404 -4.184 -2.174 0.002 0.009 -0.002
H 3.144 -3.608 -3.278 -0.010 0.000 0.003
H 2.798 -4.945 -2.157 -0.001 0.002 0.010
H 3.847 -3.838 0.473 0.002 0.001 -0.003
H 2.653 -1.664 1.650 -0.003 -0.002 -0.001
H 1.732 -1.693 -2.456 -0.006 -0.003 -0.001
I -2.800 0.381 -5.177 0.000 -0.003 -0.001
C -1.095 0.640 -4.056 -0.016 0.004 -0.002
C 0.117 1.163 -4.452 0.006 -0.011 0.017
N 0.928 1.141 -3.375 0.025 -0.028 -0.027
N 0.319 0.615 -2.292 -0.029 0.044 0.037
C -0.913 0.322 -2.708 0.009 0.003 -0.003
H 0.453 1.536 -5.407 0.000 0.005 0.003
H 1.895 1.417 -3.360 0.005 0.000 0.007
H -1.628 -0.098 -2.024 -0.020 0.012 0.021
```
Forces are in eV/Å.

## Properties
- Net charge: +4
- Energy relative to the best compared isomer or geometry (same formula, charge and spin): 159.71 kJ/mol
- Kohn-Sham gap (spin up / spin down): 5.23 / 5.22 eV
- M: 820.12 g/mol
- Multiplicity: 2
- F_max: 0.5 eV/A
- Total energy: -54129.9220 eV
- Highest occupied orbital energy (spin up / spin down): -17.91 / -17.90 eV

(2)
Here is one molecule with the formula C12H25N3O3 in a non-equilibrium geometry from OMol25. Energies are from wB97M-V/def2-TZVPD.

Structure (XYZ):
```
43
Properties=species:S:1:pos:R:3:forces:R:3
C -3.735 -1.239 3.714 -0.305 -0.614 0.265
C -2.740 -0.281 3.086 -0.478 0.921 -1.210
C -1.287 -0.762 2.848 -0.354 0.602 0.453
C -0.301 0.383 3.024 0.477 0.405 0.133
C -1.170 -1.269 1.423 0.736 -0.549 -0.746
N -2.223 -2.190 1.088 -0.185 -1.357 1.368
C 0.233 -1.840 1.092 1.395 1.461 1.560
O 0.807 -2.669 1.780 -0.958 -0.624 -0.342
N 1.017 -1.185 0.151 0.460 -1.013 -0.232
C 0.780 0.044 -0.560 -1.125 0.410 -0.674
C 2.072 0.524 -1.240 0.505 -0.848 -0.818
C 2.072 2.002 -1.726 0.933 -1.748 1.450
C 2.976 2.256 -2.892 0.244 0.201 -1.708
C 2.273 1.949 -4.246 0.887 -0.892 0.654
N 1.375 0.775 -4.194 -0.576 1.400 1.525
C -0.376 -0.151 -1.647 1.726 -1.655 2.385
O -0.980 0.771 -2.055 -1.081 1.225 -1.091
O -0.694 -1.439 -1.954 -0.074 0.399 -0.348
H -3.899 -2.123 3.069 0.015 0.461 0.363
H -3.448 -1.596 4.717 0.216 0.098 -0.318
H -4.702 -0.738 3.870 0.227 -0.131 -0.249
H -3.142 -0.009 2.077 0.163 -0.181 0.675
H -2.771 0.680 3.623 0.335 -0.368 0.138
H -1.053 -1.504 3.618 0.107 -0.308 -0.365
H 0.721 0.036 3.163 0.122 -0.155 -0.259
H -0.299 1.152 2.232 -0.223 -0.464 0.047
H -0.530 0.919 3.925 -0.174 0.290 0.580
H -1.289 -0.397 0.799 -0.247 0.443 -0.308
H -2.170 -2.971 1.791 -0.158 0.743 -1.331
H -2.110 -2.544 0.151 -0.078 -0.261 -0.104
H 1.940 -1.645 0.067 -0.754 0.654 0.115
H 0.419 0.856 0.147 0.294 -0.892 -0.884
H 2.867 0.328 -0.511 0.037 0.423 0.015
H 2.356 -0.117 -2.105 -0.600 0.140 0.509
H 1.072 2.319 -1.769 -1.379 0.617 -0.864
H 2.440 2.487 -0.866 0.604 1.187 1.025
H 3.880 1.624 -2.870 -0.275 0.140 0.465
H 3.343 3.315 -2.949 -0.402 -0.861 0.232
H 3.018 1.732 -4.991 0.518 -0.041 -0.323
H 1.803 2.839 -4.563 -0.973 1.084 -0.427
H 0.995 0.660 -5.105 -0.274 -0.327 -0.958
H 0.557 1.120 -3.648 0.600 -0.718 -0.458
H -0.097 -2.102 -1.563 0.071 0.702 0.059
```
Forces are in eV/Å.

## Properties
- Energy relative to the best compared isomer or geometry (same formula, charge and spin): 117.29 kJ/mol
- Kohn-Sham gap: 10.02 eV
- M: 259.35 g/mol
- SMILES: CC[C@H](C)[C@H](N)C(=O)N[C@@H](CCCCN)C(=O)O
- F_max: 3.4 eV/A
- Total energy: -23462.5457 eV
- Highest occupied orbital energy: -9.36 eV

(3)
Here is C12H25N5OS4Zr as an isolated structure in a non-equilibrium geometry from OMol25. Energies are from wB97M-V/def2-TZVPD.

Structure (XYZ):
```
48
Properties=species:S:1:pos:R:3:forces:R:3
Zr 0.412 -0.628 0.175 0.133 1.200 0.892
O 4.088 3.439 4.022 -0.039 0.175 -0.091
C 3.402 2.852 3.257 0.107 -0.334 0.216
S 4.020 2.066 1.766 0.024 0.063 0.047
C 2.491 1.397 1.262 0.057 -0.161 -0.212
C 1.429 1.596 2.074 -0.323 0.048 -0.016
S -0.241 1.034 1.819 0.177 -0.122 -0.474
S 1.649 2.559 3.511 0.119 -0.091 0.048
S 2.522 0.577 -0.313 -0.190 0.040 0.048
N 1.771 -1.711 1.785 0.181 -0.346 0.125
C 2.884 -2.571 1.253 -0.044 0.103 0.015
C 2.367 -3.796 0.512 -0.013 -0.060 -0.025
C 1.109 -3.552 -0.331 0.002 -0.093 0.106
C -0.194 -3.690 0.486 0.003 -0.039 -0.068
N -1.045 -2.460 0.413 0.049 -0.215 -0.111
H 2.201 -0.911 2.256 0.002 -0.011 -0.011
H 1.305 -2.217 2.539 -0.064 0.047 -0.036
H 3.544 -2.864 2.069 -0.002 -0.020 -0.004
H 3.458 -1.938 0.578 0.001 -0.008 -0.007
H 2.138 -4.605 1.209 0.034 0.003 0.010
H 3.177 -4.165 -0.116 -0.012 -0.001 -0.012
H 1.088 -4.253 -1.164 -0.007 0.021 -0.022
H 1.172 -2.573 -0.860 0.101 -0.126 -0.060
H 0.042 -3.857 1.534 -0.015 0.003 0.006
H -0.760 -4.557 0.151 -0.033 0.014 0.021
H -1.677 -2.441 1.212 0.016 0.043 -0.010
H -1.658 -2.527 -0.400 0.024 0.020 0.006
C -3.423 2.074 -0.216 -0.006 -0.049 -0.003
N -2.639 1.065 -0.935 -0.021 0.022 0.136
C -3.257 -0.251 -1.018 0.015 0.017 0.001
C -1.427 1.330 -1.442 0.012 -0.263 -0.141
N -0.498 0.326 -1.496 -0.171 0.089 -0.217
N -1.137 2.553 -1.870 -0.029 0.086 -0.010
C 0.245 3.012 -2.013 -0.022 -0.003 -0.044
C -2.156 3.453 -2.425 0.048 -0.014 -0.051
H -3.797 1.620 0.702 -0.006 0.000 0.001
H -4.274 2.419 -0.804 -0.009 0.006 0.026
H -2.791 2.916 0.050 -0.018 -0.021 0.008
H -4.282 -0.139 -1.368 -0.005 -0.005 -0.002
H -3.300 -0.727 -0.033 -0.002 -0.010 -0.002
H -2.720 -0.874 -1.729 0.005 0.012 -0.004
H 0.192 0.543 -2.214 -0.093 -0.064 -0.058
H 0.642 2.783 -3.005 -0.005 0.013 -0.006
H 0.877 2.565 -1.250 -0.013 -0.015 0.002
H 0.253 4.092 -1.882 0.021 0.001 0.002
H -3.070 2.905 -2.630 0.021 0.029 -0.015
H -1.773 3.844 -3.367 -0.005 0.011 0.000
H -2.361 4.287 -1.756 -0.001 0.005 -0.009
```
Forces are in eV/Å.

## Properties
- Net charge: +2
- Energy relative to the best compared isomer or geometry (same formula, charge and spin): 116.85 kJ/mol
- Kohn-Sham gap: 6.37 eV
- M: 474.86 g/mol
- F_max: 1.5 eV/A
- Total energy: -66957.4570 eV
- Highest occupied orbital energy: -13.76 eV

(4)
Here is a 5-piece molecular cluster, C12H25O4S3 overall in a non-equilibrium geometry from OMol25. Energies are from wB97M-V/def2-TZVPD.

Structure (XYZ):
```
44
Properties=species:S:1:pos:R:3:forces:R:3
O -1.032 -1.061 1.699 0.364 0.497 -4.128
H -0.953 -1.050 0.639 -0.404 -0.244 3.507
C -0.428 2.010 -0.647 -16.606 4.594 0.027
S -0.444 3.766 -0.822 -0.429 0.639 2.233
O 0.466 4.312 0.240 -0.315 -0.040 -0.508
C 0.427 3.770 -2.303 2.288 0.932 -4.443
H -1.191 1.531 0.154 1.771 1.469 -1.553
H 0.343 1.664 -0.546 15.453 -6.174 2.572
H -0.765 1.631 -1.568 -0.852 -0.491 -1.421
H -0.134 3.328 -3.193 0.035 0.967 1.245
H 1.284 3.103 -2.323 0.340 -0.237 0.747
H 0.937 4.788 -2.653 -1.702 -1.809 1.113
C 1.546 -2.988 0.712 -2.218 0.063 -2.441
S 1.774 -1.898 2.077 2.728 -1.028 2.610
O 2.884 -2.568 2.934 -1.318 0.682 -0.850
C 2.717 -0.655 1.191 -1.867 1.334 0.875
H 1.079 -2.143 -0.051 1.230 -2.800 1.409
H 0.660 -3.638 0.992 0.930 0.831 -0.334
H 2.372 -3.719 0.330 -1.000 2.021 0.726
H 2.067 -0.226 0.443 0.245 0.082 -0.581
H 3.627 -1.043 0.948 2.190 -1.792 -1.764
H 3.105 0.137 1.811 -0.828 0.467 0.975
C 0.187 2.037 2.958 1.039 4.945 0.235
S -0.197 0.683 3.890 0.152 -2.373 2.411
O 0.927 0.416 4.925 -1.826 1.269 -1.273
C -1.669 1.494 4.646 -1.171 -3.346 1.292
H -0.370 2.158 2.042 -0.840 0.087 0.311
H 1.141 2.010 2.583 2.681 -1.392 -1.107
H 0.477 3.086 3.485 -1.813 -2.004 -0.512
H -1.472 2.372 5.197 0.526 0.998 0.668
H -2.152 0.662 5.356 1.101 1.872 -1.412
H -2.419 1.688 3.880 0.247 -0.081 -0.263
C -0.102 -1.783 -2.492 0.004 -2.657 0.906
C 0.116 -2.719 -3.656 -4.097 4.063 2.282
C -1.058 -2.868 -4.421 -1.488 -0.716 1.296
C -2.414 -2.486 -4.066 0.930 1.682 0.370
C -2.541 -1.668 -2.938 2.227 -0.491 1.338
C -1.467 -1.422 -1.999 4.124 0.879 -2.195
H 0.844 -1.673 -1.780 -2.313 0.223 -1.695
H 1.077 -3.054 -3.938 0.742 -0.357 -0.290
H -1.090 -3.508 -5.238 0.647 -1.074 -1.749
H -3.389 -2.586 -4.695 2.345 -0.241 0.818
H -3.438 -1.190 -2.726 -1.810 0.464 0.438
H -1.334 -0.697 -1.079 -1.440 -1.710 -1.884
```
Forces are in eV/Å.

## Properties
- Net charge: -1
- Energy relative to the best compared isomer or geometry (same formula, charge and spin): 237.21 kJ/mol
- Kohn-Sham gap: 5.94 eV
- M: 329.53 g/mol
- F_max: 17.2 eV/A
- Total energy: -53535.6915 eV
- Highest occupied orbital energy: -3.57 eV

(5)
Here is a 2-piece molecular cluster, C12H26 overall in a non-equilibrium geometry from OMol25. Energies are from wB97M-V/def2-TZVPD.

Structure (XYZ):
```
38
Properties=species:S:1:pos:R:3:forces:R:3
C 0.314 9.955 -0.756 -0.034 0.209 0.101
C 1.684 9.299 -0.649 -0.034 -0.191 -0.069
C 1.711 7.921 -1.307 0.038 -0.110 0.023
C 3.029 7.171 -1.201 -0.232 -0.484 -0.470
C 2.955 5.705 -1.786 0.343 1.878 -0.687
C 4.355 5.243 -1.734 -0.122 -0.763 0.190
H 0.316 10.927 -0.267 -0.032 0.097 0.034
H 0.016 10.118 -1.793 0.054 -0.074 -0.065
H -0.465 9.358 -0.280 0.042 -0.097 0.002
H 2.434 9.948 -1.115 -0.004 -0.083 0.015
H 1.965 9.209 0.405 -0.004 -0.025 -0.045
H 0.936 7.279 -0.871 -0.115 0.162 0.018
H 1.462 8.028 -2.372 -0.055 -0.015 0.096
H 3.816 7.710 -1.764 -0.334 -0.206 0.240
H 3.387 7.108 -0.162 -0.225 0.032 -0.127
H 2.112 5.115 -1.324 0.825 0.131 -0.085
H 2.713 5.795 -2.880 -0.244 -0.146 0.756
H 4.692 4.430 -2.376 0.164 0.215 0.316
H 5.039 5.815 -1.103 0.027 -0.543 -0.299
C -0.352 -0.601 -4.682 -0.105 0.025 -0.136
C -0.663 0.719 -3.988 0.115 0.085 0.232
C 0.103 0.897 -2.675 0.047 0.157 0.158
C -0.146 2.235 -1.967 0.184 -0.319 0.008
C 0.718 2.441 -0.681 -0.306 -0.493 -1.485
H 1.770 2.140 -0.880 -0.474 0.109 0.130
C 0.623 3.874 -0.302 -1.206 -0.627 1.073
H -0.911 -0.677 -5.614 -0.011 -0.056 -0.060
H 0.707 -0.691 -4.931 0.035 0.043 0.062
H -0.625 -1.461 -4.069 0.011 0.033 0.081
H -0.419 1.550 -4.658 -0.015 -0.029 0.028
H -1.739 0.785 -3.793 0.051 0.013 0.003
H -0.156 0.076 -1.992 0.033 0.050 -0.061
H 1.180 0.806 -2.865 -0.064 -0.043 -0.061
H 0.046 3.069 -2.661 0.029 -0.240 0.126
H -1.217 2.300 -1.700 0.362 0.072 0.012
H 0.321 1.730 0.075 0.328 0.526 0.012
H 0.942 4.110 0.705 0.362 0.438 -0.037
H -0.340 4.320 -0.583 0.565 0.270 -0.029
```
Forces are in eV/Å.

## Properties
- Energy relative to the best compared isomer or geometry (same formula, charge and spin): 235.26 kJ/mol
- Kohn-Sham gap (spin up / spin down): 8.07 / 9.09 eV
- M: 170.34 g/mol
- F_max: 2.0 eV/A
- Total energy: -12861.9148 eV
- Highest occupied orbital energy (spin up / spin down): -7.84 / -8.46 eV

M of number 2 (C12H25N3O3)?
259.35 g/mol

What is the total energy in the third record?
-66957.4570 eV

Look up the total energy of the first one.
-54129.9220 eV